25
Properties=species:S:1:pos:R:3:forces:R:3:mulliken_charge:R:1 method="wB97M-V/def2-TZVPD" total_energy_ev=-28896.340 gap_ev=8.6 lumo_energy_ev=0.3
S 3.41544 2.89366 0.74947 -1.457 0.105 -1.188 -0.390
C 2.15114 2.27671 -0.24198 7.086 11.990 0.635 0.220
N 1.47857 2.90941 -1.35063 7.128 11.651 1.977 -0.079
N 0.65364 2.18065 -1.84696 -5.001 -2.729 -2.725 -0.490
C 0.68419 1.19521 -1.10909 0.523 -7.702 -0.629 0.268
O 1.82322 1.15703 -0.17896 -6.022 -7.503 -1.150 -0.071
C 0.23789 -0.16325 -1.36211 -4.770 -0.909 -4.369 -0.285
C -0.89910 -0.39612 -0.37274 3.164 -2.231 0.200 0.336
C -1.30447 0.45552 0.59696 -1.550 -4.192 0.994 -0.893
N -2.08079 -0.33564 1.58308 2.910 1.744 -4.624 -0.145
C -2.05768 -1.63771 0.95288 -3.986 3.750 9.057 0.426
C -2.79234 -2.58264 1.60190 -2.108 -1.884 3.698 -0.775
C -2.78425 -3.83791 1.26623 2.733 -6.453 -7.891 -0.403
C -1.90238 -4.14324 -0.13960 -2.614 8.301 5.289 -0.778
C -1.35277 -2.93566 -0.64550 0.422 -7.604 -0.466 -0.835
C -1.21231 -1.79083 0.01411 0.170 4.803 -3.250 0.748
H -0.67331 -3.18197 -1.36956 1.528 -0.031 -2.646 0.322
H -1.77917 -5.07413 -0.45638 0.473 -3.631 -1.747 0.595
H -3.28910 -4.84902 1.42269 0.343 2.163 1.259 0.297
H -3.25440 -2.64173 2.59888 -0.168 2.122 -0.204 0.226
H -2.52231 0.16749 2.33240 -0.536 -0.938 0.077 0.187
H -0.88743 1.38679 0.69006 0.145 2.333 0.799 0.586
H -0.48274 -0.06898 -2.51207 2.370 -0.097 3.066 0.276
H 0.93230 -1.05215 -1.68828 -0.977 2.019 1.438 0.309
H 1.54637 4.09884 -1.78620 0.190 -5.077 2.402 0.347

22
Properties=species:S:1:pos:R:3:forces:R:3:mulliken_charge:R:1 method="wB97M-V/def2-TZVPD" total_energy_ev=-15087.365 gap_ev=9.3 lumo_energy_ev=0.6 smiles=c1ccc(Oc2cccnc2)cc1
C 3.69131 0.56660 -0.03249 -2.424 3.075 1.714 -0.413
C 3.32335 -0.53864 -0.72306 3.652 -0.137 -4.844 -0.119
C 2.06263 -1.00598 -0.80951 -2.204 -2.488 1.202 -0.674
C 1.13790 -0.58787 0.16658 0.216 -0.648 -0.068 0.541
O -0.08463 -1.22783 0.23271 -0.765 0.618 -0.080 -0.419
C -1.26017 -0.42193 0.06815 2.962 -1.573 2.054 0.676
C -1.09301 0.89914 -0.36288 -2.376 -0.313 -0.377 -0.092
C -2.38285 1.44167 -0.65816 -0.379 2.305 0.142 -0.366
C -3.55696 0.66200 -0.40285 -1.029 -0.308 -1.373 -0.321
N -3.56481 -0.54508 0.24158 -1.045 1.441 -0.480 -0.525
C -2.43878 -1.08842 0.58767 1.979 2.932 -2.342 -0.440
C 1.44838 0.43710 1.07686 0.802 0.891 -1.883 -0.668
C 2.60102 1.18171 0.77804 2.738 -0.632 -0.044 -0.118
H 4.60368 1.14725 -0.26667 -0.623 -0.617 0.419 0.333
H 4.02194 -0.83879 -1.69059 -1.395 0.366 2.950 0.173
H 1.89584 -1.92682 -1.43876 -0.343 1.399 0.637 0.323
H -0.11086 1.45555 -0.50609 -1.695 -1.117 0.098 0.315
H -2.42385 2.62691 -0.96909 -0.257 -3.406 0.509 0.211
H -4.60733 0.81841 -0.90106 2.263 0.622 1.268 0.292
H -2.43216 -1.96399 1.17515 0.358 -0.954 0.358 0.458
H 0.69690 0.82798 1.74031 -0.127 -0.044 0.186 0.509
H 2.78967 2.21957 1.17396 -0.309 -1.414 -0.046 0.324

The records above yield ΔE to the lowest compared entry with this formula, charge and spin values of 48.9 43.9 kcal per mole, respectively.